A molecular structure, C24H18Cl3FO3PPtSSi at a distorted geometry. Source: OMol25; level of theory: ωB97M-V/def2-TZVPD.

The calculation puts the molecular weight at 765.97 Da. The value obtained for the largest force on an atom is 1.59 eV/Å. As for the charge: +1. Its orbital gap is 7.08 eV. Its energy above the lowest of the compared OMol25 structures with the same formula, charge and spin is 249.8 kJ/mol. The value obtained for the highest occupied orbital energy is -11.52 eV.

Geometry as XYZ:
```
53
C24H18Cl3FO3PPtSSi (ωB97M-V/def2-TZVPD)
Pt 1.625 1.458 0.034
O 0.209 3.404 -3.058
S 0.272 2.237 -2.257
O 0.072 2.507 -0.746
O 1.521 1.433 -2.286
C -1.019 1.118 -2.653
C -1.855 1.417 -3.714
C -2.871 0.530 -4.041
C -3.038 -0.630 -3.300
C -2.197 -0.909 -2.230
C -1.168 -0.040 -1.887
P -0.092 -0.479 -0.472
C 0.881 -1.897 -1.032
C 0.981 -2.246 -2.375
C 1.831 -3.272 -2.763
C 2.586 -3.950 -1.819
C 2.503 -3.595 -0.478
C 1.664 -2.565 -0.087
C -1.292 -1.057 0.758
C -1.289 -2.327 1.325
C -2.214 -2.645 2.311
C -3.141 -1.704 2.730
C -3.151 -0.435 2.161
C -2.228 -0.110 1.184
H -1.705 2.333 -4.269
H -3.530 0.749 -4.869
H -3.830 -1.322 -3.548
H -2.348 -1.812 -1.651
H 0.401 -1.721 -3.123
H 1.900 -3.541 -3.809
H 3.244 -4.752 -2.125
H 3.094 -4.118 0.261
H 1.617 -2.285 0.960
H -0.589 -3.080 0.987
H -2.213 -3.637 2.744
H -3.861 -1.958 3.497
H -3.878 0.300 2.481
H -2.230 0.885 0.751
F 0.091 3.677 5.490
C 0.475 3.194 4.302
C 1.198 4.008 3.453
C 1.597 3.506 2.222
C 1.246 2.214 1.875
C 0.536 1.398 2.740
C 0.134 1.896 3.971
H 1.438 5.018 3.754
H 2.149 4.140 1.542
H 0.276 0.381 2.472
H -0.429 1.291 4.668
Cl 3.324 0.235 1.088
Si 3.790 2.019 -0.165
Cl 4.689 1.312 -1.784
Cl 4.826 3.426 0.780
```

Atomic partial charges in e from the natural (NBO) method, atoms 1 to 4: number 1, Pt, carries 0.81; number 2, O, carries -0.87; number 3, S, carries 2.38; number 4, O, carries -0.90